1.
{
  "formula": "C6H12O2",
  "method": "ωB97M-V/def2-TZVPD",
  "symbols": ["C", "C", "C", "C", "C", "C", "O", "O", "H", "H", "H", "H", "H", "H", "H", "H", "H", "H", "H", "H"],
  "positions_angstrom": [[-1.881, -1.047, 0.169], [1.080, 0.139, -0.096], [-1.247, 0.142, 0.559], [0.948, 0.963, -1.355], [1.446, 0.877, 1.164], [-0.194, -1.485, 0.228], [-2.455, -1.174, -1.088], [0.218, -2.094, 1.204], [-2.476, -0.318, -1.531], [-2.328, -1.710, 0.900], [1.784, -0.677, -0.243], [-0.069, -1.677, -0.838], [-1.238, 1.013, -0.083], [-1.047, 0.298, 1.608], [1.926, 1.354, -1.661], [0.297, 1.832, -1.221], [0.564, 0.373, -2.192], [0.813, 1.752, 1.339], [1.378, 0.205, 2.024], [2.481, 1.234, 1.113]],
  "forces_ev_per_angstrom": [[0.18, -0.05, -0.05], [-0.53, -0.33, 0.15], [0.40, -0.30, -0.16], [0.00, 0.02, 0.02], [-0.01, 0.00, -0.03], [-0.11, 0.47, -0.07], [0.12, 0.09, 0.10], [-0.05, 0.16, 0.03], [0.01, -0.05, 0.06], [0.05, 0.02, 0.00], [0.01, 0.00, 0.00], [-0.05, 0.07, -0.03], [0.02, 0.00, -0.03], [0.04, -0.02, 0.01], [-0.05, -0.03, 0.03], [0.02, -0.03, 0.01], [0.02, 0.01, 0.03], [-0.01, -0.03, -0.02], [-0.01, 0.01, -0.03], [-0.06, -0.03, -0.01]],
  "mulliken_charge": [-0.01, 0.15, -0.71, -1.24, -1.37, 0.23, -0.53, -0.66, 0.32, 0.42, 0.37, 0.39, 0.21, 0.38, 0.40, 0.30, 0.29, 0.29, 0.34, 0.42],
  "gap_ha": 0.29955,
  "largest_force_ev_per_a": 0.6,
  "relative_energy_kcal_mol": 120.3,
  "energy_ha": -386.1284,
  "lumo_ev": 0.5
}

2.
{
  "formula": "C4H11N3",
  "method": "ωB97M-V/def2-TZVPD",
  "symbols": ["H", "N", "C", "N", "H", "H", "H", "C", "N", "C", "C", "H", "H", "H", "H", "H", "H", "H"],
  "positions_angstrom": [[-0.854, -2.921, 1.425], [-0.448, -3.157, 0.526], [-0.912, -2.421, -0.402], [-0.722, -2.727, -1.724], [-1.476, -1.505, -0.222], [-0.640, -1.949, -2.360], [-0.041, -3.455, -1.886], [1.395, 0.238, -0.480], [0.384, 0.990, -0.491], [-0.067, 1.517, 0.787], [0.056, 3.035, 0.813], [1.910, -0.039, 0.441], [1.749, -0.164, -1.423], [-1.117, 1.242, 0.891], [0.486, 1.082, 1.629], [-0.306, 3.416, 1.768], [1.100, 3.322, 0.711], [-0.496, 3.495, -0.003]],
  "forces_ev_per_angstrom": [[0.26, 0.30, 0.02], [-0.38, -0.38, -0.16], [0.26, 0.00, 0.36], [0.29, 0.22, -0.17], [-0.23, -0.05, -0.14], [-0.13, 0.01, 0.02], [-0.05, -0.04, 0.06], [-0.28, 0.07, -0.11], [0.03, 0.02, 0.05], [-0.07, 0.12, -0.13], [0.12, -0.14, 0.11], [0.15, -0.08, 0.08], [0.15, -0.07, -0.01], [-0.07, -0.04, 0.06], [0.03, -0.06, 0.01], [-0.06, 0.07, -0.06], [0.10, 0.05, 0.00], [-0.11, -0.01, -0.01]],
  "mulliken_charge": [0.24, -0.70, 0.10, -0.50, 0.35, 0.24, 0.27, -0.36, -0.39, -0.22, -1.17, 0.25, 0.32, 0.26, 0.35, 0.34, 0.30, 0.32],
  "gap_ha": 0.38428,
  "largest_force_ev_per_a": 0.6,
  "smiles": "[H]/N=C/N.C=NCC",
  "relative_energy_kcal_mol": 42.2,
  "energy_ha": -323.2393,
  "lumo_ev": 1.0
}

3.
{
  "formula": "C34H25N6O9PSW",
  "method": "ωB97M-V/def2-TZVPD",
  "symbols": ["W", "O", "C", "O", "C", "P", "C", "C", "C", "C", "C", "C", "C", "C", "C", "C", "C", "C", "H", "H", "H", "H", "H", "H", "H", "H", "H", "H", "H", "H", "S", "C", "N", "N", "C", "C", "C", "C", "C", "C", "N", "N", "C", "C", "C", "C", "C", "C", "H", "H", "H", "H", "H", "H", "H", "H", "H", "H", "H", "O", "C", "O", "C", "C", "C", "C", "C", "C", "O", "N", "O", "O", "N", "O", "O", "H", "H"],
  "positions_angstrom": [[0.155, 1.373, 1.010], [0.928, 3.430, 4.014], [0.042, 2.663, 3.763], [-0.414, 2.453, 2.519], [-0.673, 1.823, 4.790], [-0.648, 0.000, 4.427], [-2.131, -0.282, 3.395], [-2.476, -1.622, 3.205], [-3.636, -1.971, 2.530], [-4.486, -0.981, 2.058], [-4.163, 0.354, 2.252], [-2.992, 0.703, 2.912], [0.822, -0.097, 3.307], [2.018, 0.382, 3.889], [3.249, 0.037, 3.383], [3.345, -0.800, 2.267], [2.197, -1.264, 1.668], [0.934, -0.931, 2.184], [-1.724, 2.112, 4.843], [-0.228, 2.014, 5.764], [-1.835, -2.402, 3.602], [-3.880, -3.015, 2.383], [-5.400, -1.249, 1.543], [-4.820, 1.132, 1.885], [-2.757, 1.752, 3.027], [1.975, 1.008, 4.772], [4.145, 0.411, 3.860], [4.317, -1.094, 1.893], [2.252, -1.928, 0.814], [0.064, -1.432, 1.781], [2.290, 2.430, 1.290], [3.034, 2.022, -0.210], [4.261, 2.508, -0.462], [4.922, 2.042, -1.508], [4.868, 0.731, -2.074], [4.796, -0.386, -1.251], [4.770, -1.647, -1.816], [4.833, -1.799, -3.197], [4.929, -0.680, -4.008], [4.943, 0.592, -3.448], [2.373, 1.298, -1.105], [1.179, 0.930, -0.726], [0.501, 0.294, -1.839], [-0.147, 1.094, -2.766], [-0.797, 0.497, -3.836], [-0.786, -0.885, -3.973], [-0.114, -1.670, -3.046], [0.537, -1.081, -1.972], [5.761, 2.573, -1.688], [4.752, -0.253, -0.178], [4.714, -2.520, -1.178], [4.813, -2.787, -3.636], [4.979, -0.791, -5.083], [4.984, 1.473, -4.075], [-0.144, 2.170, -2.639], [-1.314, 1.112, -4.560], [-1.298, -1.350, -4.805], [-0.096, -2.747, -3.155], [1.052, -1.685, -1.238], [-2.860, 3.368, -0.975], [-2.232, 2.412, -0.591], [-1.071, 2.552, 0.027], [-2.733, 1.018, -0.859], [-3.845, 0.922, -1.675], [-4.354, -0.320, -2.000], [-3.789, -1.481, -1.520], [-2.679, -1.387, -0.707], [-2.127, -0.141, -0.337], [-1.126, -0.084, 0.512], [-2.138, -2.659, -0.213], [-2.882, -3.620, -0.233], [-0.986, -2.703, 0.175], [-5.523, -0.416, -2.885], [-5.937, -1.527, -3.149], [-5.997, 0.621, -3.300], [-4.296, 1.826, -2.055], [-4.200, -2.445, -1.773]],
  "forces_ev_per_angstrom": [[-0.23, -0.51, -0.59], [0.01, -0.04, 0.01], [-0.13, 0.07, 0.03], [0.00, 0.03, 0.06], [0.02, -0.02, -0.04], [-0.02, 0.01, 0.06], [0.01, 0.00, 0.00], [0.04, 0.01, -0.01], [-0.02, 0.00, 0.00], [0.00, -0.01, 0.01], [0.01, 0.01, 0.00], [0.00, 0.00, -0.01], [0.18, -0.16, 0.26], [0.02, 0.01, -0.01], [-0.03, -0.04, -0.05], [-0.02, 0.04, 0.07], [0.05, 0.00, -0.03], [-0.10, 0.08, 0.04], [0.01, 0.03, 0.00], [0.00, -0.03, 0.01], [-0.01, 0.00, 0.01], [0.00, 0.00, 0.00], [0.00, 0.00, 0.00], [0.00, 0.00, 0.00], [0.02, 0.01, 0.01], [-0.01, 0.01, 0.00], [0.01, 0.00, -0.01], [0.01, 0.00, 0.00], [-0.01, 0.01, 0.00], [-0.03, 0.03, 0.00], [0.06, 0.05, 0.08], [0.11, 0.04, 0.09], [-0.04, -0.02, -0.03], [0.02, -0.01, 0.00], [0.02, 0.03, 0.00], [0.03, -0.01, -0.01], [0.00, -0.01, -0.01], [0.00, 0.00, 0.02], [0.00, 0.02, 0.00], [-0.01, -0.03, -0.02], [-0.13, -0.10, -0.05], [-0.01, 0.15, 0.00], [0.02, 0.04, 0.01], [0.00, 0.02, 0.03], [-0.01, -0.03, -0.01], [-0.01, 0.02, -0.01], [0.02, -0.01, 0.03], [-0.03, -0.04, -0.04], [0.00, -0.01, 0.01], [0.00, 0.00, 0.00], [0.00, 0.00, 0.00], [0.00, 0.00, 0.00], [0.00, 0.00, 0.00], [0.00, 0.00, 0.00], [-0.01, -0.01, -0.01], [0.00, 0.00, 0.00], [0.00, 0.00, 0.00], [0.00, 0.00, 0.00], [0.00, 0.01, 0.02], [-0.02, 0.00, 0.02], [0.08, -0.01, -0.10], [-0.07, 0.06, 0.06], [-0.03, -0.01, 0.04], [-0.02, -0.02, -0.03], [0.01, 0.04, 0.02], [0.02, -0.05, -0.02], [-0.01, 0.00, -0.01], [0.03, 0.04, -0.04], [0.19, 0.26, 0.12], [0.02, 0.05, 0.01], [-0.03, -0.03, 0.00], [0.02, 0.02, 0.00], [0.03, 0.02, -0.01], [-0.02, -0.02, 0.00], [-0.02, 0.01, 0.00], [0.00, 0.00, 0.00], [0.00, 0.01, 0.00]],
  "mulliken_charge": [1.86, -0.56, 0.09, -0.44, -0.85, -0.47, 0.77, -0.30, -0.82, -0.30, -0.82, 0.20, 0.97, -0.59, -0.96, -0.44, -0.51, -0.32, 0.60, 0.51, 0.35, 0.39, 0.46, 0.38, 0.16, 0.37, 0.41, 0.50, 0.40, 0.28, -0.55, 0.62, -0.79, 0.10, 0.46, -0.23, -0.40, -0.64, -0.52, -0.44, -0.82, 1.17, -0.59, -0.18, -0.80, -0.70, -0.86, 0.61, 0.24, 0.40, 0.42, 0.42, 0.40, 0.44, 0.50, 0.46, 0.47, 0.48, 0.27, -0.70, 0.61, -0.68, 0.51, -0.92, -1.13, -0.25, -0.13, -0.42, 0.66, 1.28, -0.71, -0.61, 1.06, -0.65, -0.64, 0.71, 0.75],
  "gap_ha": [0.23331, 0.26072],
  "largest_force_ev_per_a": 0.8,
  "relative_energy_kcal_mol": 27.0,
  "energy_ha": -3122.8394,
  "lumo_ev": [-1.4, -1.5],
  "spin_multiplicity": 3
}

4.
{
  "formula": "C4H8OS",
  "method": "ωB97M-V/def2-TZVPD",
  "symbols": ["C", "S", "C", "C", "C", "O", "H", "H", "H", "H", "H", "H", "H", "H"],
  "positions_angstrom": [[-2.353, -0.689, -0.382], [-1.321, 0.004, 0.849], [-0.365, 1.067, -0.184], [0.987, 1.082, -0.088], [1.679, -0.046, 0.684], [2.217, -0.934, -0.269], [-2.733, 0.099, -1.058], [-3.221, -1.232, -0.015], [-1.719, -1.276, -1.029], [-1.002, 1.764, -0.756], [1.607, 1.821, -0.589], [2.490, 0.437, 1.348], [0.937, -0.535, 1.290], [2.795, -1.562, 0.199]],
  "forces_ev_per_angstrom": [[-0.68, 0.44, -1.78], [0.02, 0.44, 1.00], [0.82, 0.45, 0.28], [-1.24, -0.90, 0.20], [0.98, 2.17, 0.34], [0.73, -0.57, 0.08], [-0.06, -0.09, 0.42], [0.30, -0.11, 0.26], [-0.11, -0.72, -0.12], [0.75, -0.21, 0.14], [-0.18, -0.15, -0.10], [-1.02, -0.85, -0.84], [0.03, -0.25, 0.44], [-0.34, 0.33, -0.33]],
  "mulliken_charge": [-0.80, -0.13, -0.40, -0.30, -0.35, -0.51, 0.26, 0.32, 0.29, 0.38, 0.36, 0.25, 0.33, 0.31],
  "gap_ha": 0.33965,
  "largest_force_ev_per_a": 2.4,
  "smiles": "CS/C=C\\CO",
  "relative_energy_kcal_mol": 33.0,
  "energy_ha": -630.5824,
  "lumo_ev": 0.9
}

5.
{
  "formula": "C2H6NO2P",
  "method": "ωB97M-V/def2-TZVPD",
  "symbols": ["O", "P", "O", "N", "C", "C", "H", "H", "H", "H", "H", "H"],
  "positions_angstrom": [[0.448, -0.382, -2.345], [-0.092, -1.135, -0.963], [-1.772, -1.006, -1.080], [0.006, 0.313, -0.081], [-0.432, 0.325, 1.258], [0.997, 0.546, 0.922], [1.212, -0.631, -2.813], [-1.964, -0.164, -0.650], [-0.687, -0.606, 1.785], [-0.922, 1.217, 1.729], [1.409, 1.639, 0.980], [1.798, -0.117, 1.259]],
  "forces_ev_per_angstrom": [[-2.08, 0.41, 1.16], [-0.82, 0.45, -1.39], [1.69, -0.48, -0.06], [0.13, 0.34, -0.61], [-0.07, 0.63, 3.11], [1.67, 2.62, 1.00], [1.37, -1.07, -0.61], [-0.41, 0.22, -0.29], [0.11, 0.19, -0.39], [-0.04, -0.81, -1.09], [-0.99, -1.96, -0.29], [-0.57, -0.54, -0.54]],
  "mulliken_charge": [-0.44, 0.25, -0.47, -0.19, -0.39, -0.39, 0.31, 0.39, 0.27, 0.22, 0.18, 0.27],
  "gap_ha": 0.37320,
  "largest_force_ev_per_a": 3.3,
  "smiles": "OP(O)N1CC1",
  "relative_energy_kcal_mol": 24.1,
  "energy_ha": -626.3820,
  "lumo_ev": 1.0
}

6.
{
  "formula": "C2H4N3S",
  "method": "ωB97M-V/def2-TZVPD",
  "symbols": ["H", "N", "C", "N", "C", "N", "S", "H", "H", "H"],
  "positions_angstrom": [[1.499, 0.400, 2.102], [1.032, 0.318, 1.224], [0.003, 0.933, 0.863], [-0.741, 0.563, -0.289], [-0.445, -0.592, -0.931], [0.598, -1.297, -0.831], [1.356, -2.590, -1.055], [-0.625, 1.816, 1.245], [-1.294, 1.272, -0.759], [-1.382, -0.824, -1.570]],
  "forces_ev_per_angstrom": [[0.01, 0.81, 0.56], [-1.31, -0.71, -1.54], [-1.10, 1.95, 0.65], [2.04, -0.87, 0.40], [-3.16, 1.60, -1.05], [-0.43, -0.79, -0.32], [0.44, -0.03, 0.24], [1.59, -1.01, 0.50], [-0.24, -0.42, 0.21], [2.15, -0.53, 0.35]],
  "mulliken_charge": [0.27, -0.49, 0.07, -0.17, 0.15, -0.07, 0.28, 0.33, 0.29, 0.34],
  "gap_ha": [0.24881, 0.24616],
  "largest_force_ev_per_a": 3.7,
  "charge": 1,
  "smiles": "[H]/N=C/[NH+]=C\\N=S",
  "relative_energy_kcal_mol": 36.1,
  "energy_ha": -640.6939,
  "lumo_ev": [-7.3, -7.4]
}